Run 1
{
  "formula": "C11H13NO",
  "method": "the ωB97M-V functional and the def2-TZVPD basis",
  "homo_energy_ev": -9.105,
  "smiles": "C#C[C@@](CC)(OC)c1ccccn1",
  "gap_ev": 10.00,
  "total_charge": 0,
  "lumo_ev": 0.89,
  "species": ["C", "C", "C", "C", "C", "O", "C", "C", "C", "C", "C", "C", "N", "H", "H", "H", "H", "H", "H", "H", "H", "H", "H", "H", "H", "H"],
  "positions_angstrom": [[2.02, -0.91, -2.11], [1.59, -0.34, -1.15], [1.16, 0.15, 0.10], [1.42, -0.76, 1.27], [0.96, -2.30, 0.98], [1.55, 1.44, 0.45], [1.16, 2.50, -0.40], [-0.52, -0.03, -0.01], [-1.21, 0.83, 0.87], [-2.53, 1.01, 0.57], [-3.09, 0.18, -0.46], [-2.38, -0.77, -1.08], [-1.06, -0.82, -0.89], [2.25, -1.20, -3.10], [2.49, -0.73, 1.53], [1.04, -0.42, 2.18], [1.31, -2.56, 0.06], [-0.07, -2.35, 1.00], [1.46, -2.87, 1.82], [1.32, 3.33, 0.28], [0.09, 2.21, -0.76], [1.75, 2.46, -1.34], [-0.49, 1.34, 1.57], [-3.22, 1.65, 1.15], [-4.08, 0.35, -0.67], [-2.92, -1.40, -1.85]]
}



Run 2
{
  "formula": "C11H13NO",
  "method": "the ωB97M-V functional and the def2-TZVPD basis",
  "homo_energy_ev": [-7.849, -7.856],
  "gap_ev": [8.21, 8.21],
  "total_charge": 0,
  "lumo_ev": [0.36, 0.36],
  "species": ["C", "C", "C", "C", "C", "C", "C", "C", "C", "C", "C", "N", "O", "H", "H", "H", "H", "H", "H", "H", "H", "H", "H", "H", "H", "H"],
  "positions_angstrom": [[-3.85, -0.97, 0.51], [-4.31, 0.23, -0.03], [-2.49, -1.17, 0.69], [-3.44, 1.24, -0.38], [-1.65, -0.16, 0.33], [-2.08, 1.03, -0.19], [1.91, 0.20, 0.57], [1.47, -0.04, -0.87], [0.66, 0.76, 0.06], [3.10, 1.07, 0.89], [1.00, -1.41, -1.32], [0.09, 1.99, 0.02], [-1.20, 2.05, -0.56], [-4.55, -1.74, 0.78], [-5.37, 0.37, -0.17], [-2.12, -2.11, 1.09], [-3.79, 2.17, -0.80], [1.81, -0.65, 1.24], [2.00, 0.52, -1.63], [3.19, 1.88, 0.16], [4.01, 0.48, 0.85], [3.02, 1.52, 1.88], [-0.08, -1.40, -1.45], [1.25, -2.17, -0.59], [1.46, -1.67, -2.27], [0.06, 2.47, 0.92]]
}



Order from most stable to least stable according to the calculation: run 1, run 2



Run 1
{
  "formula": "H30O19S",
  "method": "the ωB97M-V functional and the def2-TZVPD basis",
  "homo_energy_ev": -3.892,
  "gap_ev": 8.74,
  "total_charge": -2,
  "lumo_ev": 4.85,
  "species": ["S", "O", "O", "O", "O", "O", "H", "H", "O", "H", "H", "O", "H", "H", "O", "H", "H", "O", "H", "H", "O", "H", "H", "O", "H", "H", "O", "H", "H", "O", "H", "H", "O", "H", "H", "O", "H", "H", "O", "H", "H", "O", "H", "H", "O", "H", "H", "O", "H", "H"],
  "positions_angstrom": [[-0.10, -0.27, -0.05], [-1.51, -0.36, -0.42], [0.23, 1.13, -0.19], [0.16, -0.68, 1.36], [0.69, -1.08, -0.91], [-0.20, -3.19, -2.04], [0.12, -2.37, -1.46], [-1.09, -3.24, -1.75], [0.31, 0.51, 3.53], [-0.35, 1.19, 3.43], [-0.03, -0.10, 2.89], [2.44, 4.05, 0.72], [2.07, 3.08, 0.91], [1.74, 4.31, 0.30], [1.68, 1.62, 1.47], [1.44, 1.28, 2.39], [1.04, 1.30, 0.91], [1.42, 1.84, -1.92], [0.75, 1.51, -1.41], [0.88, 2.72, -1.83], [3.14, -1.73, -1.21], [2.21, -1.46, -1.10], [2.93, -2.37, -1.87], [1.07, -0.43, -3.43], [0.61, 0.32, -3.74], [0.97, -0.68, -2.48], [1.59, -3.73, 0.21], [1.01, -3.58, -0.58], [2.02, -2.80, 0.47], [0.43, 4.20, -0.93], [-0.39, 3.67, -1.06], [0.48, 5.06, -1.16], [-3.29, -0.52, 1.46], [-2.60, -0.72, 2.11], [-2.75, -0.68, 0.64], [-1.56, 2.49, -0.73], [-0.97, 1.59, -0.64], [-2.17, 2.34, -1.44], [-2.86, 1.22, -1.86], [-2.26, 0.49, -1.44], [-3.72, 0.77, -1.97], [-2.82, -2.43, -1.27], [-2.39, -1.64, -1.02], [-3.47, -2.58, -0.50], [-1.18, -1.52, 3.39], [-0.67, -1.20, 2.58], [-1.08, -2.37, 3.73], [2.13, -2.02, 2.64], [2.56, -1.23, 2.98], [1.34, -1.69, 2.29]]
}



Run 2
{
  "formula": "H30O19S",
  "method": "the ωB97M-V functional and the def2-TZVPD basis",
  "homo_energy_ev": -4.409,
  "gap_ev": 9.11,
  "total_charge": -2,
  "lumo_ev": 4.70,
  "species": ["S", "O", "O", "O", "O", "O", "H", "H", "O", "H", "H", "O", "H", "H", "O", "H", "H", "O", "H", "H", "O", "H", "H", "O", "H", "H", "O", "H", "H", "O", "H", "H", "O", "H", "H", "O", "H", "H", "O", "H", "H", "O", "H", "H", "O", "H", "H", "O", "H", "H"],
  "positions_angstrom": [[-20.22, -9.38, -7.30], [-21.24, -10.01, -8.05], [-19.33, -8.76, -8.19], [-20.93, -8.37, -6.55], [-19.63, -10.32, -6.40], [-23.62, -9.04, -8.38], [-22.92, -9.16, -7.80], [-23.34, -9.37, -9.23], [-18.08, -10.37, -4.32], [-17.30, -10.77, -4.68], [-18.76, -10.46, -5.03], [-18.73, -6.23, -7.99], [-17.77, -6.19, -8.06], [-19.02, -7.09, -8.20], [-21.40, -10.72, -3.78], [-20.90, -11.44, -4.20], [-22.05, -10.32, -4.42], [-20.12, -8.09, -4.02], [-20.00, -9.03, -3.83], [-20.51, -8.11, -4.88], [-19.24, -12.78, -6.75], [-20.00, -12.92, -7.24], [-19.35, -11.84, -6.57], [-22.44, -6.26, -6.35], [-21.82, -7.01, -6.48], [-23.23, -6.47, -6.86], [-20.70, -7.42, -9.88], [-20.08, -7.95, -9.33], [-20.19, -7.41, -10.70], [-17.16, -8.38, -9.38], [-17.59, -8.49, -10.26], [-17.90, -8.60, -8.77], [-22.14, -12.03, -6.71], [-21.86, -11.35, -7.35], [-22.85, -12.44, -7.18], [-23.07, -9.13, -5.20], [-23.10, -8.68, -4.39], [-22.29, -8.89, -5.70], [-17.42, -7.79, -5.34], [-18.24, -7.36, -5.36], [-17.59, -8.70, -5.14], [-16.90, -10.23, -7.09], [-16.79, -10.85, -7.87], [-17.82, -9.94, -7.02], [-22.17, -10.04, -10.35], [-21.75, -9.97, -9.41], [-21.39, -9.96, -10.93], [-20.02, -11.93, -9.46], [-20.42, -12.54, -10.01], [-20.58, -11.22, -9.32]]
}



Order from most stable to least stable according to the calculation: run 2, run 1



Run 1
{
  "formula": "C24H15CrNO6",
  "method": "the ωB97M-V functional and the def2-TZVPD basis",
  "homo_energy_ev": [-1.888, -4.984],
  "gap_ev": [3.75, 5.55],
  "s_squared": 3.845,
  "total_charge": -1,
  "lumo_ev": [1.86, 0.57],
  "multiplicity": 4,
  "species": ["O", "C", "C", "C", "C", "N", "O", "O", "C", "C", "H", "H", "H", "H", "O", "C", "Cr", "C", "O", "C", "O", "C", "C", "C", "C", "C", "C", "C", "C", "C", "C", "C", "C", "C", "C", "C", "H", "H", "H", "H", "H", "H", "H", "H", "H", "H", "H"],
  "positions_angstrom": [[1.64, -0.60, -1.64], [2.93, -0.62, -1.86], [3.62, -1.87, -2.03], [4.97, -1.90, -2.36], [5.70, -0.70, -2.46], [7.12, -0.74, -2.49], [7.76, 0.34, -2.49], [7.71, -1.84, -2.49], [5.03, 0.54, -2.37], [3.68, 0.59, -2.05], [3.07, -2.81, -1.91], [5.50, -2.82, -2.55], [5.61, 1.45, -2.56], [3.16, 1.54, -1.93], [-5.88, 0.79, 3.60], [-5.46, 1.05, 2.54], [-4.57, 1.69, 0.98], [-3.05, 1.70, 2.09], [-2.24, 1.76, 2.92], [-4.97, 3.38, 1.79], [-5.15, 4.31, 2.47], [-5.98, 1.46, -0.63], [-5.53, 0.20, -0.23], [-4.15, -0.08, -0.17], [-3.20, 0.83, -0.71], [-1.77, 0.49, -0.75], [-0.57, 0.28, -0.57], [0.81, 0.17, -0.17], [1.15, -0.80, 0.91], [2.47, -0.91, 1.38], [2.80, -1.86, 2.34], [1.81, -2.67, 2.91], [0.49, -2.55, 2.46], [0.17, -1.63, 1.44], [-3.66, 2.15, -0.89], [-5.04, 2.45, -0.96], [-7.04, 1.69, -0.65], [-6.24, -0.58, 0.08], [-3.80, -1.04, 0.23], [1.40, 1.09, -0.15], [3.23, -0.24, 0.99], [3.84, -1.96, 2.67], [2.07, -3.43, 3.65], [-0.31, -3.16, 2.90], [-0.85, -1.55, 1.07], [-2.93, 2.95, -1.07], [-5.36, 3.45, -1.24]]
}



Run 2
{
  "formula": "C24H15CrNO6",
  "method": "the ωB97M-V functional and the def2-TZVPD basis",
  "homo_energy_ev": [-1.743, -5.278],
  "gap_ev": [3.48, 6.17],
  "s_squared": 3.815,
  "total_charge": -1,
  "lumo_ev": [1.73, 0.90],
  "multiplicity": 4,
  "species": ["O", "C", "Cr", "C", "O", "C", "O", "C", "C", "C", "C", "C", "C", "C", "C", "C", "C", "C", "C", "C", "C", "C", "H", "H", "H", "H", "H", "H", "H", "H", "H", "H", "H", "O", "C", "C", "C", "C", "N", "O", "O", "C", "C", "H", "H", "H", "H"],
  "positions_angstrom": [[-0.28, -1.80, -6.75], [-0.80, -1.05, -6.02], [-1.74, 0.01, -4.75], [-1.52, -1.45, -3.58], [-1.39, -2.38, -2.89], [-3.33, -0.85, -5.31], [-4.27, -1.46, -5.64], [-1.87, 1.93, -5.76], [-0.54, 1.68, -5.41], [-0.21, 1.34, -4.10], [-1.19, 1.30, -3.08], [-0.87, 0.74, -1.78], [-0.48, 0.21, -0.74], [-0.16, -0.34, 0.46], [0.99, -1.18, 0.60], [1.25, -1.91, 1.79], [2.40, -2.68, 1.92], [3.32, -2.76, 0.86], [3.07, -2.08, -0.34], [1.91, -1.31, -0.48], [-2.54, 1.50, -3.47], [-2.87, 1.85, -4.78], [-2.14, 2.16, -6.80], [0.25, 1.73, -6.17], [0.83, 1.10, -3.83], [-0.82, -0.25, 1.32], [0.51, -1.84, 2.60], [2.58, -3.24, 2.84], [4.23, -3.35, 0.97], [3.77, -2.14, -1.17], [1.68, -0.80, -1.41], [-3.32, 1.37, -2.71], [-3.92, 2.02, -5.04], [0.46, 1.36, 2.45], [0.45, 1.36, 3.70], [-0.76, 1.11, 4.50], [-0.68, 0.78, 5.83], [0.57, 0.82, 6.49], [0.66, 0.42, 7.85], [1.77, 0.45, 8.42], [-0.39, 0.05, 8.43], [1.74, 1.23, 5.80], [1.68, 1.56, 4.48], [-1.72, 1.12, 3.99], [-1.56, 0.48, 6.39], [2.68, 1.27, 6.35], [2.56, 1.90, 3.95]]
}



Order from most stable to least stable according to the calculation: run 2, run 1



Run 1
{
  "formula": "C5H9N",
  "method": "the ωB97M-V functional and the def2-TZVPD basis",
  "homo_energy_ev": [0.884, -3.007],
  "gap_ev": [3.21, 7.08],
  "s_squared": 0.753,
  "total_charge": -1,
  "lumo_ev": [4.09, 4.07],
  "multiplicity": 2,
  "species": ["C", "C", "N", "C", "C", "C", "H", "H", "H", "H", "H", "H", "H", "H", "H"],
  "positions_angstrom": [[-0.73, -2.77, 0.39], [-0.30, -1.60, -0.10], [0.54, -0.76, 0.56], [0.80, 0.66, 0.40], [-0.06, 2.70, -0.87], [-0.19, 1.38, -0.47], [-1.22, -3.54, -0.19], [-0.62, -2.99, 1.45], [-0.47, -1.27, -1.13], [0.75, -1.10, 1.49], [1.79, 0.74, -0.06], [0.88, 1.23, 1.36], [-0.95, 3.30, -1.08], [0.88, 3.18, -1.12], [-1.11, 0.84, -0.63]]
}



Run 2
{
  "formula": "C5H9N",
  "method": "the ωB97M-V functional and the def2-TZVPD basis",
  "homo_energy_ev": [0.300, -2.857],
  "gap_ev": [3.90, 6.94],
  "s_squared": 0.754,
  "total_charge": -1,
  "lumo_ev": [4.20, 4.09],
  "multiplicity": 2,
  "species": ["C", "C", "N", "C", "C", "C", "H", "H", "H", "H", "H", "H", "H", "H", "H"],
  "positions_angstrom": [[0.05, -1.06, -2.70], [0.51, -0.47, -1.58], [-0.39, -0.01, -0.56], [-0.05, 0.99, 0.45], [-0.45, -0.13, 2.55], [0.32, 0.67, 1.81], [-0.59, -0.56, -3.32], [0.62, -1.93, -3.11], [1.59, -0.35, -1.41], [-0.79, -0.75, 0.03], [0.62, 1.79, 0.09], [-1.01, 1.56, 0.58], [-0.54, 0.10, 3.71], [-0.60, -1.14, 2.20], [1.18, 1.34, 1.92]]
}



Order from most stable to least stable according to the calculation: run 1, run 2



Run 1
{
  "formula": "C3H10NS",
  "method": "the ωB97M-V functional and the def2-TZVPD basis",
  "homo_energy_ev": -14.146,
  "gap_ev": 10.55,
  "total_charge": 1,
  "lumo_ev": -3.59,
  "species": ["C", "N", "H", "H", "H", "H", "C", "S", "C", "H", "H", "H", "H", "H", "H"],
  "positions_angstrom": [[0.80, 1.35, 0.09], [0.45, 2.15, 1.22], [0.74, 2.02, -0.84], [1.69, 0.60, 0.20], [0.87, 3.02, 1.23], [0.40, 1.56, 2.05], [-1.18, -0.76, -1.63], [-0.66, -0.11, 0.07], [0.06, -1.67, 0.75], [-2.26, -0.46, -1.68], [-0.95, -1.86, -1.55], [-0.65, -0.31, -2.44], [-0.01, -2.39, -0.05], [1.13, -1.49, 0.88], [-0.45, -1.67, 1.69]]
}



Run 2
{
  "formula": "C3H10NS",
  "method": "the ωB97M-V functional and the def2-TZVPD basis",
  "homo_energy_ev": -12.580,
  "gap_ev": 6.97,
  "total_charge": 1,
  "lumo_ev": -5.61,
  "species": ["C", "N", "H", "H", "H", "H", "C", "C", "S", "H", "H", "H", "H", "H", "H"],
  "positions_angstrom": [[0.86, 1.74, -2.95], [0.97, 0.57, -2.50], [1.49, 2.16, -3.71], [0.13, 2.44, -2.55], [0.32, 0.12, -1.88], [1.67, -0.04, -2.91], [-0.97, -1.83, 1.71], [-0.57, -0.42, 2.17], [-0.40, 0.71, 0.77], [-1.87, -1.79, 1.10], [-0.14, -2.28, 1.16], [-1.07, -2.42, 2.61], [0.40, -0.52, 2.67], [-1.20, -0.07, 2.98], [0.37, 1.64, 1.34]]
}



Order from most stable to least stable according to the calculation: run 2, run 1